A structure of composition C30H36EuN9O, computed with ωB97M-V with the def2-TZVPD basis set.

Summary:
- gap between HOMO and LUMO (spin up / spin down) (hartree) = 0.2270 / 0.2702
- relative energy (zero: lowest compared OMol25 entry of this formula, charge and spin) (eV) = 0.232
- LUMO level (spin up / spin down) (Ha) = -0.234 / -0.191
- E_HOMO (spin up / spin down) (Eh) = -0.4608 / -0.4617
- molecular weight (Da) = 690.64
- expectation value of S² = 12.02
- charge = +2
- total energy (a.u.) = -2442.77048
- max |F| (eV Å⁻¹) = 0.8
- multiplicity = 7

Each line ends with the Löwdin spin population.
CARTESIAN COORDINATES (ANGSTROEM)
Eu  -1.125  0.398  -0.007  6.08
C  3.910  -1.371  4.646  0.00
C  3.190  -0.861  3.425  0.00
C  3.667  -1.106  2.136  0.00
C  2.989  -0.662  1.020  0.00
C  1.807  0.083  1.102  0.00
N  1.100  0.482  -0.046  -0.03
C  1.818  0.877  -1.193  0.00
C  3.011  1.601  -1.091  0.00
C  3.708  2.047  -2.195  0.00
C  3.239  1.827  -3.489  0.00
C  3.973  2.344  -4.697  0.00
C  2.044  1.140  -3.607  0.00
C  1.354  0.656  -2.496  0.00
N  0.144  -0.091  -2.805  0.00
C  0.024  -0.990  -3.797  0.00
C  -1.319  -1.202  -4.034  0.00
C  -1.967  -0.376  -3.120  0.00
N  -1.087  0.299  -2.371  -0.01
C  1.336  0.332  2.400  0.00
C  2.008  -0.151  3.525  0.00
N  0.140  1.105  2.689  0.00
C  0.057  2.078  3.616  0.00
C  -1.275  2.307  3.888  0.00
C  -1.958  1.409  3.069  0.00
N  -1.109  0.676  2.342  -0.01
H  4.984  -1.429  4.474  0.00
H  3.567  -2.374  4.909  0.00
H  3.737  -0.727  5.508  0.00
H  4.588  -1.663  2.005  0.00
H  3.384  -0.885  0.035  0.00
H  3.403  1.804  -0.101  0.00
H  4.637  2.589  -2.049  0.00
H  5.045  2.396  -4.515  0.00
H  3.634  3.350  -4.953  0.00
H  3.806  1.709  -5.567  0.00
H  1.624  0.971  -4.593  0.00
H  0.898  -1.401  -4.280  0.00
H  -1.759  -1.857  -4.767  0.00
H  -3.028  -0.224  -2.986  0.00
H  1.585  0.047  4.505  0.00
H  0.948  2.520  4.034  0.00
H  -1.689  3.016  4.585  0.00
H  -3.022  1.246  2.994  0.00
N  -3.743  0.337  0.121  -0.01
C  -4.258  1.741  0.137  0.00
C  -3.651  2.566  -1.008  0.00
C  -3.100  3.928  -0.582  0.00
C  -1.910  3.852  0.364  0.00
N  -0.831  2.989  -0.201  -0.01
H  -4.158  -0.136  -0.679  0.00
H  -4.124  -0.166  0.919  0.00
H  -3.992  2.174  1.101  0.00
H  -5.344  1.755  0.074  0.00
H  -4.393  2.714  -1.792  0.00
H  -2.845  2.003  -1.488  0.00
H  -3.887  4.515  -0.103  0.00
H  -2.809  4.485  -1.476  0.00
H  -2.200  3.438  1.328  0.00
H  -1.541  4.859  0.557  0.00
H  0.045  3.190  0.273  0.00
H  -0.669  3.288  -1.161  0.00
N  -0.359  -7.044  1.175  0.00
C  -0.772  -6.367  0.082  0.00
O  -1.034  -6.884  -0.980  0.00
C  -0.871  -4.856  0.201  0.00
C  -1.591  -4.205  -0.791  0.00
C  -1.695  -2.835  -0.748  0.00
N  -1.110  -2.080  0.200  -0.01
C  -0.410  -2.715  1.149  0.00
C  -0.276  -4.090  1.191  0.00
H  -0.309  -8.048  1.107  0.00
H  -0.260  -6.627  2.082  0.00
H  -2.052  -4.785  -1.579  0.00
H  -2.259  -2.312  -1.506  0.00
H  0.068  -2.098  1.901  0.00
H  0.320  -4.526  1.983  0.00